Record 1
{
  "formula": "C48H43F4N3O4ReSbTe",
  "method": "ωB97M-V/def2-TZVPD",
  "charge": 3,
  "orbital_gap_ev": [6.4, 6.3],
  "spin_multiplicity": 2,
  "e_tot_ev": -89939.668,
  "de_lowest_kcal_mol": 36.7,
  "species": ["Re", "C", "C", "N", "C", "C", "C", "O", "O", "C", "O", "C", "C", "C", "F", "C", "C", "C", "N", "C", "C", "N", "C", "C", "H", "H", "H", "H", "H", "H", "H", "H", "H", "H", "H", "H", "H", "H", "H", "H", "H", "H", "C", "C", "O", "H", "H", "H", "Te", "C", "C", "C", "C", "C", "C", "C", "C", "C", "C", "C", "C", "H", "H", "H", "H", "H", "H", "H", "H", "H", "H", "F", "C", "C", "C", "C", "C", "C", "Sb", "C", "C", "C", "C", "F", "C", "C", "C", "C", "C", "C", "F", "C", "C", "H", "H", "H", "H", "H", "H", "H", "H", "H", "H", "H", "H"],
  "positions_angstrom": [[-0.20477, 0.68751, 0.05483], [-4.79646, -4.44729, 4.06965], [-3.29698, -4.59668, 3.86781], [-2.78463, -3.72940, 2.78205], [-2.39989, -2.48900, 3.08963], [-1.81003, -1.64006, 2.19127], [-1.58163, -0.20923, 2.47488], [-2.38716, 0.51659, 2.97500], [-0.40964, 0.19205, 1.93354], [-1.60723, -2.03352, 0.84994], [-1.01595, -1.33260, -0.03964], [-2.13905, -3.32746, 0.49627], [-2.11011, -3.77056, -0.83462], [-2.69078, -4.94312, -1.19248], [-2.65450, -5.28255, -2.49213], [-3.35475, -5.78553, -0.26024], [-3.33554, -5.36043, 1.06137], [-2.74659, -4.14876, 1.45479], [-3.98041, -6.97517, -0.63260], [-5.09312, -7.52992, 0.12733], [-4.83494, -9.00640, 0.41436], [-4.19058, -9.64431, -0.80008], [-4.54459, -8.89991, -2.05567], [-3.91456, -7.50979, -2.00357], [-5.13047, -5.13284, 4.84785], [-5.35319, -4.65905, 3.15541], [-5.04357, -3.43444, 4.38854], [-3.01412, -5.62290, 3.64844], [-2.76757, -4.31362, 4.77466], [-2.55878, -2.17436, 4.11449], [-1.64549, -3.15530, -1.59346], [-3.80467, -5.96854, 1.81701], [-6.02353, -7.40391, -0.43324], [-5.23291, -7.01810, 1.07222], [-5.76678, -9.52511, 0.62999], [-4.15723, -9.13943, 1.25382], [-4.46657, -10.62466, -0.87196], [-3.17526, -9.62708, -0.69485], [-5.62898, -8.87286, -2.12456], [-4.16463, -9.44708, -2.91484], [-4.43378, -6.88072, -2.72860], [-2.87315, -7.57637, -2.31123], [-1.09325, 0.38946, -3.16461], [-0.43138, 0.77438, -1.92073], [0.55670, 1.49408, -1.69939], [-0.45183, 0.56388, -4.02772], [-1.98843, 1.01549, -3.25705], [-1.41232, -0.64923, -3.09925], [-2.70532, 1.85968, 0.20079], [-2.64742, 3.10273, -1.49979], [-1.61631, 4.02013, -1.67948], [-1.67857, 4.91698, -2.73615], [-2.76099, 4.89190, -3.60726], [-3.77268, 3.95720, -3.44019], [-3.72204, 3.05795, -2.38167], [-2.70679, 3.38341, 1.63793], [-3.89833, 3.54175, 2.33090], [-4.00746, 4.58490, 3.24127], [-2.93334, 5.43655, 3.45528], [-1.73252, 5.23625, 2.78634], [-1.61194, 4.20507, 1.86724], [-0.77006, 4.04549, -1.00463], [-0.88668, 5.64116, -2.87575], [-2.81836, 5.60922, -4.41522], [-4.61046, 3.93580, -4.12452], [-4.52424, 2.34401, -2.23788], [-4.72780, 2.86537, 2.17044], [-4.93231, 4.72960, 3.78343], [-3.03061, 6.26096, 4.14903], [-0.88724, 5.88253, 2.98292], [-0.67053, 4.04651, 1.35542], [8.12268, 0.89069, -0.93262], [6.84339, 0.64506, -0.66623], [6.30240, -0.56514, -1.05874], [4.97382, -0.82968, -0.76257], [4.21514, 0.11772, -0.07666], [4.77691, 1.34459, 0.28255], [6.10399, 1.61214, -0.00875], [2.30494, -0.40430, 0.60457], [1.98787, -2.25122, -0.38122], [1.92304, -3.46568, 0.29289], [1.65725, -4.64011, -0.40194], [1.46974, -4.57518, -1.76700], [1.19917, -5.70636, -2.43515], [1.54566, -3.38680, -2.47085], [1.79653, -2.22022, -1.76249], [2.64462, -0.95235, 2.60136], [1.74538, -1.77262, 3.28242], [1.99357, -2.14178, 4.59368], [3.13264, -1.65983, 5.21482], [3.36453, -2.01178, 6.47818], [4.02812, -0.82795, 4.57347], [3.77767, -0.47331, 3.25567], [6.92197, -1.28510, -1.57617], [4.54507, -1.77831, -1.05890], [4.18871, 2.10144, 0.78926], [6.57214, 2.54671, 0.26926], [2.09549, -3.51347, 1.36039], [1.61467, -5.59869, 0.09908], [1.42312, -3.39009, -3.54622], [1.86396, -1.28277, -2.30718], [0.83988, -2.11884, 2.79928], [1.32582, -2.79221, 5.14314], [4.90586, -0.47499, 5.09764], [4.48070, 0.17125, 2.74282]],
  "forces_ev_per_a": [[0.18, -1.06, 0.64], [0.00, 0.00, -0.05], [-0.23, 0.07, 0.05], [0.01, -0.04, -0.03], [0.02, -0.08, 0.01], [-0.27, 0.15, -0.26], [0.33, -0.09, -0.34], [0.10, 0.13, 0.45], [-0.36, 0.80, 0.29], [0.24, -0.25, 0.17], [0.00, 0.93, -0.60], [0.11, 0.11, -0.17], [0.04, 0.06, -0.01], [0.00, 0.00, -0.02], [-0.02, 0.00, 0.00], [-0.02, -0.13, -0.05], [0.01, 0.00, 0.13], [-0.08, -0.05, 0.06], [0.10, -0.02, 0.00], [0.09, 0.06, -0.13], [-0.09, 0.13, 0.11], [-0.08, 0.10, -0.03], [0.02, 0.10, -0.07], [0.03, 0.06, 0.12], [0.00, 0.01, -0.01], [0.00, 0.00, 0.02], [-0.01, -0.01, -0.02], [0.08, 0.01, -0.02], [0.07, 0.00, -0.02], [0.01, -0.02, -0.01], [0.03, -0.05, 0.01], [0.03, -0.01, -0.01], [-0.04, 0.01, 0.04], [-0.03, 0.02, 0.00], [0.02, -0.10, -0.08], [0.06, -0.06, -0.03], [0.02, -0.02, 0.00], [0.02, -0.06, 0.04], [-0.02, -0.05, 0.07], [0.01, -0.07, 0.03], [-0.04, -0.02, -0.02], [0.02, -0.01, -0.01], [0.15, 0.04, -0.16], [-0.04, -0.35, 0.33], [-0.34, 0.28, 0.09], [0.00, 0.00, 0.00], [0.01, 0.01, 0.03], [-0.02, 0.00, 0.01], [-0.28, -0.13, -0.29], [0.00, 0.04, -0.03], [-0.02, -0.05, -0.07], [0.01, -0.02, 0.00], [0.00, -0.01, 0.00], [0.01, -0.03, -0.01], [-0.02, 0.01, 0.02], [0.19, -0.10, 0.02], [0.04, 0.09, 0.03], [-0.01, -0.01, 0.00], [-0.02, -0.01, -0.01], [0.05, 0.01, -0.02], [-0.03, -0.04, 0.08], [-0.01, 0.07, 0.03], [-0.01, -0.01, 0.01], [0.02, -0.03, -0.01], [0.00, 0.00, 0.02], [-0.03, 0.04, 0.00], [-0.04, 0.04, 0.00], [0.00, 0.01, -0.02], [0.02, -0.04, 0.03], [-0.02, 0.02, -0.02], [0.00, 0.03, -0.03], [-0.01, 0.00, -0.01], [0.03, 0.01, -0.01], [-0.06, -0.09, -0.04], [0.08, 0.09, 0.10], [-0.01, 0.17, -0.03], [-0.01, -0.06, -0.08], [-0.04, 0.08, 0.04], [-0.07, -0.58, -0.35], [0.11, -0.06, 0.05], [0.02, 0.00, -0.10], [-0.02, -0.02, 0.10], [-0.03, 0.01, 0.00], [-0.01, 0.00, 0.00], [-0.03, 0.07, -0.03], [-0.03, -0.10, 0.01], [-0.06, 0.14, 0.09], [0.04, 0.10, 0.06], [-0.08, -0.03, -0.04], [0.00, -0.02, 0.04], [0.00, 0.00, -0.02], [0.07, 0.06, -0.07], [-0.02, -0.11, 0.00], [-0.01, 0.02, -0.01], [0.03, -0.02, 0.03], [0.02, -0.01, 0.04], [-0.01, 0.00, -0.02], [0.04, -0.02, -0.01], [0.02, 0.02, -0.01], [0.00, 0.00, 0.01], [0.03, -0.02, -0.02], [0.02, -0.05, -0.02], [0.01, 0.02, 0.00], [-0.02, 0.00, 0.01], [0.03, -0.03, 0.01]]
}


Record 2
{
  "formula": "C2H14B2Cl4CoCrN2O20",
  "method": "ωB97M-V/def2-TZVPD",
  "charge": -2,
  "orbital_gap_ev": [7.4, 7.3],
  "spin_multiplicity": 8,
  "e_tot_ev": -163685.816,
  "de_lowest_kcal_mol": 0.0,
  "species": ["Cr", "Co", "Cl", "O", "O", "O", "O", "Cl", "O", "O", "O", "O", "Cl", "O", "O", "O", "O", "Cl", "O", "O", "O", "O", "B", "H", "H", "H", "H", "B", "H", "H", "H", "H", "C", "N", "O", "O", "H", "H", "H", "C", "N", "O", "O", "H", "H", "H"],
  "positions_angstrom": [[-0.09516, 0.47094, -2.24139], [-0.10251, -0.49587, 2.28856], [-2.01175, -3.28409, 0.92718], [-2.21046, -4.43290, 1.77522], [-3.23504, -2.86482, 0.35199], [-1.39072, -2.23194, 1.74353], [-1.02816, -3.59211, -0.09537], [-0.92353, 3.58393, -2.02807], [-0.53936, 4.49418, -1.00150], [-1.94783, 4.11415, -2.87939], [0.24131, 3.23893, -2.85136], [-1.37760, 2.32638, -1.42904], [-3.33052, 0.90950, 2.02438], [-3.36152, 2.29409, 1.67511], [-3.39664, 0.09427, 0.85109], [-2.05456, 0.62525, 2.71750], [-4.39290, 0.58134, 2.93929], [0.99650, 2.83811, 3.35803], [2.36418, 3.24442, 3.22519], [0.85208, 1.43847, 2.90811], [0.55973, 2.90034, 4.73161], [0.13466, 3.62262, 2.53169], [0.33630, 0.00809, 0.09490], [-0.70484, 0.03512, 0.64003], [0.19174, -0.82137, -0.71691], [0.56576, 1.03927, -0.37822], [1.20545, -0.26048, 0.82783], [-2.08868, -0.68991, -2.50117], [-1.03758, -1.15600, -2.75821], [-1.95762, 0.35433, -3.01125], [-2.99786, -1.31151, -2.92527], [-2.10576, -0.60732, -1.31718], [3.79123, 1.55039, -3.71846], [3.07722, 1.78467, -2.43749], [1.93351, 1.39823, -2.31631], [3.72454, 2.28044, -1.55023], [4.66991, 0.97455, -3.44614], [4.06619, 2.51926, -4.12247], [3.14933, 1.00603, -4.40116], [1.23865, -4.56211, 1.98716], [1.81491, -3.26298, 1.55020], [2.63257, -3.27373, 0.66033], [1.47275, -2.27742, 2.18193], [0.14930, -4.49778, 1.98531], [1.66946, -4.82206, 2.94682], [1.45331, -5.28287, 1.20364]],
  "forces_ev_per_a": [[-1.98, -0.23, 1.01], [-1.50, 1.41, -1.32], [0.94, 0.14, -0.84], [0.08, -0.15, 0.24], [0.05, 0.11, 0.24], [-0.16, 0.39, 0.81], [-0.22, -0.27, 0.13], [0.01, -0.38, 0.20], [-0.09, 0.16, -0.25], [-0.03, 0.16, 0.11], [0.06, -0.10, -0.27], [0.24, 0.04, -0.30], [-0.31, -0.16, -0.63], [0.03, -0.01, 0.31], [-0.01, -0.06, 0.11], [1.25, -0.42, 0.55], [0.09, 0.07, 0.06], [-1.78, 0.24, -0.04], [0.19, -0.31, 0.07], [0.57, -1.25, -0.02], [0.51, -0.06, -0.06], [0.44, 0.11, 0.10], [0.01, 0.14, 0.08], [-1.20, 0.21, 0.34], [0.20, -1.26, -0.96], [0.18, 1.23, 0.14], [1.26, -0.35, 0.64], [-0.65, -0.08, 0.86], [2.13, -1.14, -0.57], [-0.19, 1.87, -0.87], [-0.06, -0.38, -0.40], [-0.15, 0.39, 0.36], [-0.14, -0.05, -0.15], [0.27, -0.27, 0.55], [0.22, -0.25, -0.45], [-0.05, 0.23, -0.13], [0.07, 0.05, -0.11], [0.03, 0.02, 0.05], [-0.08, 0.03, 0.06], [-0.62, -0.41, -0.93], [-0.04, -0.43, 0.10], [-0.22, 0.28, 0.20], [0.17, 0.30, 0.26], [0.10, 0.39, 0.48], [-0.03, 0.09, 0.07], [0.43, -0.02, 0.16]]
}


Record 3
{
  "formula": "C2H9N3O",
  "method": "ωB97M-V/def2-TZVPD",
  "orbital_gap_ev": 7.3,
  "e_tot_ev": -8733.467,
  "de_lowest_kcal_mol": 114.7,
  "species": ["C", "C", "N", "N", "N", "O", "H", "H", "H", "H", "H", "H", "H", "H", "H"],
  "positions_angstrom": [[0.42518, 0.57382, 0.07457], [-0.57024, -0.49049, 0.00144], [1.77595, 0.22770, -0.28686], [-1.82752, -0.22077, 0.38611], [-0.14775, -1.73514, -0.23414], [-0.04348, 1.88089, 0.43040], [-0.20815, 2.29428, -0.43741], [0.54894, 0.22151, 1.40795], [-0.05992, 0.70182, -1.39607], [2.42361, 0.48837, 0.44835], [2.02043, 0.65037, -1.17493], [-1.99349, 0.72845, 0.69341], [0.74770, -1.82325, -0.70089], [-0.65353, -2.55054, 0.06630], [-2.43774, -0.94701, 0.72177]],
  "forces_ev_per_a": [[-0.16, -1.12, 3.07], [0.03, 0.04, 0.38], [-0.40, 0.21, -0.41], [0.57, -0.09, -0.07], [-0.19, 0.28, -0.24], [0.14, -0.52, -0.73], [-0.05, 0.05, -0.08], [0.27, 0.57, -0.83], [-0.10, 0.36, -0.99], [-0.14, 0.02, -0.09], [0.04, 0.06, 0.01], [0.12, -0.09, 0.08], [-0.03, 0.05, 0.47], [-0.10, 0.14, -0.32], [0.02, 0.05, -0.24]]
}


Record 4
{
  "formula": "C5H6Cl2NO2",
  "method": "ωB97M-V/def2-TZVPD",
  "charge": 1,
  "orbital_gap_ev": 8.7,
  "e_tot_ev": -35900.672,
  "de_lowest_kcal_mol": 55.4,
  "species": ["C", "C", "C", "C", "C", "N", "O", "O", "Cl", "Cl", "H", "H", "H", "H", "H", "H"],
  "positions_angstrom": [[-0.78494, -1.29533, 0.31002], [-3.65698, 0.27024, 0.52560], [-1.63790, -0.45576, -0.27846], [-0.90818, 0.73530, -0.78907], [0.61442, 0.59437, -0.39898], [0.59341, -0.85080, 0.28674], [-2.95617, -0.44793, -0.36864], [1.11810, 1.56286, 0.41684], [-5.27552, 0.26725, 0.07352], [-1.72546, 2.23846, 0.08710], [-1.10709, -2.31140, 0.60329], [-0.99052, 1.04954, -1.84108], [1.16906, 0.41539, -1.30953], [1.04817, -0.81511, 1.29716], [1.16211, -1.41904, -0.22982], [0.21842, 1.68533, 0.84915]],
  "forces_ev_per_a": [[-1.97, -1.48, -0.28], [0.12, -0.17, 1.08], [2.39, 1.29, 0.35], [-0.18, 2.59, 0.43], [-0.80, -0.54, -0.70], [-0.66, 2.19, 3.88], [-1.21, -1.09, -0.97], [-2.33, -1.54, 0.02], [-0.08, -0.14, -0.35], [1.35, -1.02, -0.83], [0.76, 0.74, 0.35], [-0.24, -0.62, 0.40], [0.50, 0.24, -0.04], [-1.17, 0.10, -2.31], [1.97, -2.18, -1.77], [1.53, 1.63, 0.72]]
}